C18H10Cl3F6IrN2O5S2 | ωB97M-V with the def2-TZVPD basis set

Results
⟨S²⟩: 6.07
Energy relative to the best compared isomer or geometry (same formula, charge and spin): 432.3 kJ/mol
Net charge: 0
Largest force on an atom: 4.2 eV/A
Calculated total energy: -110417.9617 eV
Spin multiplicity: 5
HOMO-LUMO gap (spin up / spin down): 4.65 / 6.14 eV

Atoms and positions in Å:
Ir (9.55, 10.51, 6.35)
Cl (10.79, 14.62, 3.77)
C (11.90, 13.63, 4.70)
C (13.28, 13.78, 4.69)
C (14.11, 12.91, 5.42)
Cl (15.82, 13.09, 5.42)
C (13.55, 11.74, 6.02)
C (14.29, 10.67, 6.63)
C (13.65, 9.57, 7.14)
C (12.25, 9.49, 7.17)
N (11.51, 10.36, 6.44)
C (12.14, 11.53, 6.00)
C (11.24, 12.52, 5.36)
O (9.94, 12.31, 5.26)
H (13.77, 14.52, 4.02)
H (15.36, 10.77, 6.63)
H (14.26, 8.75, 7.50)
H (11.73, 8.68, 7.65)
F (4.69, 9.54, 4.13)
C (5.94, 9.03, 4.12)
F (6.69, 9.93, 3.42)
F (5.94, 7.85, 3.36)
S (6.59, 9.19, 5.93)
O (7.48, 10.42, 5.84)
O (5.61, 9.00, 6.98)
N (7.56, 7.90, 5.85)
S (9.11, 8.08, 5.74)
O (9.63, 9.06, 4.71)
O (9.42, 8.70, 7.18)
C (9.66, 6.18, 5.43)
F (10.97, 6.17, 5.75)
F (8.90, 5.39, 6.15)
F (9.46, 6.08, 4.11)
Cl (11.08, 17.40, 9.21)
C (10.67, 15.81, 8.62)
C (9.47, 15.52, 7.89)
C (9.03, 14.24, 7.63)
C (9.83, 13.18, 8.12)
C (9.39, 11.75, 8.12)
C (11.03, 13.46, 8.85)
C (11.52, 14.75, 8.97)
H (8.94, 16.35, 7.41)
H (8.16, 13.98, 7.09)
H (8.30, 11.59, 8.37)
H (9.95, 11.20, 8.88)
H (11.54, 12.59, 9.30)
H (12.44, 14.98, 9.49)

So, what does the natural (NBO) scheme give us? The charges, in e, come out as: 1.067 0.050 -0.031 -0.286 0.015 0.058 -0.023 -0.280 -0.243 -0.024 -0.476 0.104 0.382 -0.560 0.253 0.220 0.225 0.219 -0.308 0.770 -0.306 -0.300 2.185 -0.905 -0.810 -1.201 1.986 -0.850 -0.847 0.901 -0.285 -0.259 -0.279 0.027 -0.019 -0.232 -0.210 0.016 -0.611 -0.184 -0.264 0.226 0.226 0.220 0.201 0.218 0.229

C18H11Cl2N2O5S | ωB97M-V with the def2-TZVPD basis set

Results
Net charge: -1
Largest force on an atom: 3.3 eV/A
Calculated total energy: -67940.7306 eV
HOMO-LUMO gap: 3.52 eV

Atoms and positions in Å:
N (-1.35, -2.79, 2.87)
C (-0.37, -2.15, 2.89)
C (0.84, -1.40, 2.89)
C (0.82, -0.05, 2.66)
C (-0.40, 0.66, 2.66)
N (-1.42, 1.23, 2.72)
C (2.04, 0.77, 2.78)
O (1.98, 1.99, 2.82)
C (3.32, 0.01, 2.91)
Cl (4.74, 0.93, 2.92)
C (3.34, -1.36, 2.97)
Cl (4.80, -2.23, 3.00)
C (2.09, -2.16, 2.97)
O (2.08, -3.39, 2.98)
C (1.44, -3.62, -2.56)
C (1.45, -2.54, -1.50)
O (0.92, -1.32, -2.09)
C (0.87, -0.32, -1.17)
C (0.34, 0.89, -1.73)
S (-0.01, 2.26, -0.83)
C (-1.80, 2.43, -1.15)
C (-2.69, 1.94, -0.20)
C (-4.07, 1.99, -0.44)
C (-4.54, 2.54, -1.63)
C (-3.64, 3.04, -2.58)
C (-2.26, 2.98, -2.34)
O (0.60, 3.47, -1.43)
O (1.25, -0.48, -0.01)
H (1.93, -4.51, -2.18)
H (0.41, -3.88, -2.83)
H (1.97, -3.29, -3.46)
H (0.82, -2.84, -0.64)
H (2.48, -2.36, -1.15)
H (0.28, 0.98, -2.81)
H (-2.31, 1.55, 0.74)
H (-4.75, 1.60, 0.32)
H (-5.62, 2.59, -1.82)
H (-4.01, 3.48, -3.51)
H (-1.55, 3.38, -3.06)

So, what does the natural (NBO) scheme give us? The charges, in e, come out as: -0.248 0.265 -0.141 -0.038 0.283 -0.245 0.493 -0.423 -0.100 0.102 -0.124 0.090 0.509 -0.465 -0.621 -0.069 -0.531 0.740 -0.870 1.280 -0.232 -0.167 -0.235 -0.239 -0.221 -0.219 -1.034 -0.772 0.201 0.206 0.207 0.183 0.176 0.210 0.220 0.204 0.198 0.199 0.229

C18H12ClI2N4O5Ti | ωB97M-V with the def2-TZVPD basis set

Results
⟨S²⟩: 2.01
Energy relative to the best compared isomer or geometry (same formula, charge and spin): 94.2 kJ/mol
Net charge: -1
Largest force on an atom: 1.8 eV/A
Calculated total energy: -86903.7243 eV
Spin multiplicity: 3
HOMO-LUMO gap (spin up / spin down): 5.76 / 6.72 eV

Atoms and positions in Å:
Ti (0.84, -0.53, -0.65)
Cl (0.31, -7.04, 2.59)
C (0.23, -5.40, 2.01)
C (-0.66, -4.49, 2.63)
C (-0.76, -3.20, 2.21)
C (0.03, -2.72, 1.13)
O (-0.08, -1.49, 0.74)
C (0.92, -3.65, 0.52)
C (1.74, -3.26, -0.57)
O (1.78, -2.12, -1.08)
C (1.00, -4.99, 0.97)
H (-1.26, -4.84, 3.46)
H (-1.43, -2.50, 2.68)
H (2.39, -4.02, -1.02)
H (1.68, -5.68, 0.49)
I (-4.25, 4.90, 0.88)
C (-3.47, 3.22, -0.09)
C (-4.09, 2.73, -1.22)
C (-3.55, 1.62, -1.86)
C (-2.39, 1.02, -1.39)
C (-1.78, 1.54, -0.26)
C (-2.31, 2.64, 0.40)
C (-1.88, -0.20, -2.15)
O (-2.59, -0.71, -2.99)
O (-0.69, -0.61, -1.85)
H (-4.99, 3.20, -1.60)
H (-4.02, 1.21, -2.74)
H (-0.87, 1.14, 0.15)
H (-1.82, 3.04, 1.27)
N (3.40, 1.95, 4.62)
C (3.59, 1.40, 3.61)
N (3.91, 0.77, 2.48)
C (2.99, 0.46, 1.64)
N (2.22, 0.12, 0.83)
N (2.69, 2.58, -2.72)
C (1.89, 2.27, -1.66)
O (1.43, 1.07, -1.64)
C (1.60, 3.24, -0.70)
I (-0.26, 4.71, -2.16)
H (2.60, 1.95, -3.50)
H (2.68, 3.56, -2.98)
H (2.21, 4.13, -0.64)
H (1.01, 2.97, 0.16)

So, what does the natural (NBO) scheme give us? The charges, in e, come out as: 1.625 -0.014 -0.096 -0.181 -0.215 0.435 -0.670 -0.297 0.419 -0.590 -0.148 0.227 0.228 0.159 0.223 0.122 -0.129 -0.253 -0.148 -0.168 -0.095 -0.254 0.797 -0.627 -0.762 0.220 0.239 0.173 0.227 -0.480 0.437 -0.687 0.639 -0.673 -0.803 0.598 -0.719 -0.523 -0.461 0.391 0.397 0.222 0.217

C18H12ClN4O6Rh | ωB97M-V with the def2-TZVPD basis set

Results
⟨S²⟩: 6.05
Energy relative to the best compared isomer or geometry (same formula, charge and spin): 93.8 kJ/mol
Net charge: 0
Largest force on an atom: 1.6 eV/A
Calculated total energy: -52627.5486 eV
Spin multiplicity: 5
HOMO-LUMO gap (spin up / spin down): 5.37 / 5.89 eV

Atoms and positions in Å:
Rh (-0.05, -0.25, 0.10)
O (1.40, 2.96, 2.10)
C (0.81, 1.95, 1.73)
N (1.12, 1.24, 0.57)
C (1.98, 1.63, -0.38)
C (2.79, 2.78, -0.36)
C (3.64, 3.04, -1.40)
C (3.74, 2.15, -2.49)
C (2.97, 1.02, -2.56)
C (2.06, 0.75, -1.53)
N (1.19, -0.29, -1.46)
C (1.12, -1.32, -2.38)
O (1.82, -1.45, -3.37)
C (0.08, -2.30, -1.98)
C (-0.24, -3.37, -2.81)
C (-1.22, -4.26, -2.42)
C (-1.85, -4.05, -1.19)
C (-1.47, -2.98, -0.41)
N (-0.52, -2.12, -0.78)
C (-0.28, 1.32, 2.46)
C (-0.76, 1.90, 3.66)
C (-1.75, 1.32, 4.37)
C (-2.42, 0.13, 3.83)
C (-1.84, -0.46, 2.59)
N (-0.69, 0.10, 2.01)
H (2.73, 3.44, 0.50)
H (4.27, 3.92, -1.38)
H (4.45, 2.36, -3.28)
H (3.05, 0.33, -3.38)
H (0.29, -3.46, -3.75)
H (-1.50, -5.09, -3.04)
H (-2.61, -4.72, -0.83)
H (-1.94, -2.79, 0.55)
H (-0.26, 2.80, 3.99)
H (-2.07, 1.70, 5.33)
H (-2.95, -0.51, 4.53)
H (-1.93, -1.53, 2.42)
O (-3.54, 1.51, -1.31)
Cl (-2.73, 1.10, -0.18)
O (-3.04, 0.25, 2.57)
O (-1.32, 1.64, -0.40)
O (-2.53, -0.38, -0.23)

So, what does the natural (NBO) scheme give us? The charges, in e, come out as: 1.302 -0.570 0.600 -0.498 0.207 -0.232 -0.174 -0.152 -0.272 0.278 -0.608 0.629 -0.569 0.118 -0.193 -0.135 -0.230 0.098 -0.442 0.050 -0.205 -0.225 0.009 0.217 -0.589 0.270 0.223 0.221 0.262 0.255 0.231 0.236 0.223 0.241 0.213 0.192 0.170 -0.807 1.886 -0.494 -0.860 -0.879